(1)
Computed, not measured: a molecular structure, C16H33N3NiOP at a distorted geometry, with ωB97M-V/def2-TZVPD.

Computed properties:
HOMO level (alpha / beta) = -10.82 / -11.81 eV
Net charge = +1
2S+1 = 3
Maximum force = 3.512 eV Å⁻¹
Frontier orbital gap (alpha / beta) = 8.791 / 8.557 eV

Last column: Löwdin charge in e.
Atoms and positions in Å:
Ni  -0.61  -0.42  -1.01  0.591
C  -2.05  0.24  -2.38  -0.244
C  -2.24  -1.17  -2.07  -0.233
C  -0.95  -1.92  -2.30  -0.217
C  -0.07  -0.96  -2.98  -0.235
C  -0.73  0.39  -3.01  -0.230
C  -0.15  1.57  -3.68  -0.036
C  1.23  -1.25  -3.66  -0.025
C  -0.74  -3.41  -2.07  -0.024
C  -3.53  -1.69  -1.62  -0.032
C  -3.02  1.36  -2.12  -0.030
H  0.17  1.29  -4.67  0.074
H  0.61  2.17  -3.07  0.110
H  -1.04  2.27  -3.88  0.109
H  1.50  -2.32  -3.47  0.096
H  2.06  -0.64  -3.24  0.083
H  1.18  -0.94  -4.72  0.094
H  -0.54  -3.71  -1.03  0.090
H  0.06  -3.84  -2.63  0.059
H  -1.64  -3.97  -2.39  0.096
H  -3.44  -2.64  -1.14  0.072
H  -4.31  -1.79  -2.40  0.112
H  -3.99  -1.05  -0.86  0.081
H  -3.67  1.61  -2.96  0.092
H  -2.51  2.29  -1.85  0.087
H  -3.67  1.03  -1.30  0.075
C  -1.40  1.73  1.46  -0.102
N  -0.21  1.46  2.21  -0.323
C  -0.05  2.38  3.32  -0.095
P  0.79  0.18  1.87  0.600
O  0.03  -0.60  0.81  -0.323
N  1.28  -0.45  3.34  -0.268
C  0.32  -0.71  4.47  -0.063
C  2.45  -1.37  3.35  -0.093
N  2.16  0.71  1.16  -0.295
C  3.27  1.41  1.87  -0.071
C  2.36  0.48  -0.29  -0.057
H  -1.29  2.70  0.99  0.090
H  -2.28  1.78  2.13  0.102
H  -1.59  0.93  0.70  0.061
H  -0.28  3.39  2.86  0.109
H  0.97  2.39  3.71  0.079
H  -0.79  2.09  4.10  0.092
H  -0.44  0.04  4.38  0.044
H  0.79  -0.57  5.45  0.097
H  -0.17  -1.69  4.45  0.095
H  2.98  -1.32  4.29  0.084
H  3.14  -1.17  2.51  0.079
H  2.22  -2.43  3.18  0.091
H  2.99  1.44  2.91  0.069
H  3.32  2.41  1.50  0.075
H  4.26  1.06  1.60  0.091
H  2.74  -0.52  -0.46  0.092
H  3.10  1.20  -0.54  0.083
H  1.41  0.56  -0.80  0.040

=====

(2)
Computed, not measured: a single C5H8N2 molecule at a distorted geometry, with ωB97M-V/def2-TZVPD.

Computed properties:
HOMO level = -9.55 eV
Relative energy (zero: lowest compared OMol25 entry of this formula, charge and spin) = 1.6822 eV
Net charge = 0
2S+1 = 1
SMILES = C[C@H]1[C@@H](C#N)N1C
Maximum force = 1.086 eV Å⁻¹
Frontier orbital gap = 10.468 eV

Last column: Löwdin charge in e.
Atoms and positions in Å:
C  0.72  0.39  -1.44  -0.051
C  -0.20  -0.65  -0.84  -0.281
C  0.06  -1.24  0.51  -0.236
C  1.19  -0.74  1.27  -0.189
N  2.11  -0.35  1.85  0.160
N  -1.11  -0.40  0.26  -0.076
C  -1.18  0.91  0.88  -0.085
H  1.11  1.10  -0.70  0.065
H  1.58  -0.10  -1.90  0.087
H  0.18  0.96  -2.21  0.083
H  -0.62  -1.35  -1.57  0.135
H  -0.17  -2.29  0.70  0.140
H  -0.35  1.59  0.63  0.074
H  -1.19  0.78  1.97  0.090
H  -2.12  1.39  0.59  0.084

=====

(3)
Computed, not measured: a molecular structure, C23H28FN6O3S2Tl, with ωB97M-V/def2-TZVPD.

Computed properties:
HOMO level = -12.51 eV
Relative energy (zero: lowest compared OMol25 entry of this formula, charge and spin) = 0.1664 eV
Net charge = +2
2S+1 = 1
Maximum force = 0.356 eV Å⁻¹
Frontier orbital gap = 7.614 eV

Last column: Löwdin charge in e.
Atoms and positions in Å:
Tl  3.53  -1.87  0.24  0.745
C  -0.50  4.52  2.67  -0.051
C  0.05  4.49  1.26  -0.169
N  0.38  3.12  0.82  -0.015
C  1.63  2.68  1.01  0.054
C  2.10  1.43  0.66  -0.008
C  3.55  1.20  1.04  -0.563
O  4.23  2.17  1.32  0.106
O  4.00  -0.02  1.12  -0.140
C  1.23  0.55  -0.03  -0.268
O  1.57  -0.55  -0.54  -0.140
C  -0.16  0.99  -0.14  -0.037
C  -1.13  0.11  -0.64  0.093
C  -2.43  0.50  -0.72  -0.185
F  -3.35  -0.40  -1.13  0.075
C  -2.86  1.78  -0.32  -0.136
C  -1.91  2.64  0.18  0.067
C  -0.57  2.26  0.29  -0.109
N  -4.21  2.19  -0.42  -0.088
C  -4.88  2.66  0.77  -0.130
C  -5.89  3.74  0.42  -0.077
N  -6.86  3.16  -0.58  0.064
C  -6.15  2.63  -1.80  -0.074
C  -5.13  1.59  -1.37  -0.142
H  -0.73  5.54  2.96  0.088
H  0.24  4.13  3.38  0.089
H  -1.40  3.92  2.77  0.068
H  0.97  5.07  1.18  0.132
H  -0.64  4.92  0.53  0.118
H  2.33  3.37  1.45  0.157
H  -0.85  -0.89  -0.93  0.132
H  -2.22  3.63  0.47  0.114
H  -4.17  3.08  1.48  0.132
H  -5.40  1.84  1.29  0.145
H  -5.42  4.58  -0.07  0.144
H  -6.46  4.07  1.28  0.143
H  -7.56  3.86  -0.85  0.189
H  -7.38  2.40  -0.14  0.186
H  -5.67  3.49  -2.27  0.145
H  -6.90  2.21  -2.47  0.144
H  -4.60  1.26  -2.26  0.144
H  -5.64  0.72  -0.95  0.139
S  5.40  -2.42  -1.25  0.671
C  5.83  -3.57  0.02  -0.737
C  6.84  -4.51  -0.13  -0.074
C  7.13  -5.33  0.94  -0.035
C  6.43  -5.20  2.13  -0.042
C  5.44  -4.24  2.20  -0.106
N  5.15  -3.44  1.17  -0.065
H  7.37  -4.59  -1.07  0.115
H  7.92  -6.06  0.86  0.122
H  6.64  -5.82  2.99  0.115
H  4.85  -4.09  3.10  0.125
C  1.53  -5.65  -2.87  -0.023
N  1.63  -5.16  -1.50  -0.016
C  1.51  -3.91  -1.12  -0.799
N  1.25  -2.94  -1.98  0.153
S  1.68  -3.56  0.59  0.709
H  2.15  -6.54  -2.97  0.102
H  1.91  -4.91  -3.57  0.090
H  0.50  -5.90  -3.13  0.102
H  1.82  -5.83  -0.77  0.137
H  1.12  -3.12  -2.96  0.120
H  1.16  -1.98  -1.62  0.058

=====

(4)
Computed, not measured: a single C15H31BCl2N2O3 molecule at a distorted geometry, with ωB97M-V/def2-TZVPD.

Computed properties:
HOMO level = -9.74 eV
Relative energy (zero: lowest compared OMol25 entry of this formula, charge and spin) = 0.0000 eV
Net charge = 0
2S+1 = 1
SMILES = CCCCCCCCCCCOC(=O)N(B(N)O)[C@@H](Cl)[C@H](C)Cl
Maximum force = 1.127 eV Å⁻¹
Frontier orbital gap = 10.138 eV

Last column: Löwdin charge in e.
Atoms and positions in Å:
C  3.71  -2.94  -0.41  -0.118
C  4.83  -2.91  0.63  -0.243
C  5.37  -1.52  1.07  -0.205
C  4.48  -0.31  0.75  -0.231
C  4.72  0.25  -0.66  -0.211
C  3.59  1.15  -1.17  -0.204
C  3.13  2.24  -0.19  -0.207
C  1.72  2.01  0.36  -0.213
C  0.62  2.17  -0.71  -0.198
C  -0.60  1.27  -0.44  -0.174
C  -1.89  1.95  -0.85  -0.157
O  -2.92  0.93  -1.01  -0.055
C  -4.17  1.33  -0.67  -0.561
O  -4.71  2.28  -1.16  0.159
N  -4.80  0.55  0.35  0.058
B  -4.33  0.99  1.72  -0.765
N  -2.97  0.86  2.13  0.222
O  -5.26  1.60  2.56  0.144
C  -4.65  -0.90  0.15  -0.671
Cl  -5.11  -1.68  1.69  0.751
C  -5.57  -1.40  -0.97  -0.711
C  -5.91  -2.89  -0.92  -0.160
Cl  -4.78  -1.04  -2.54  0.689
H  3.27  -3.94  -0.43  0.069
H  4.09  -2.76  -1.42  0.068
H  2.90  -2.25  -0.19  0.061
H  5.67  -3.46  0.20  0.098
H  4.53  -3.49  1.51  0.096
H  5.51  -1.55  2.15  0.100
H  6.34  -1.35  0.62  0.105
H  3.42  -0.53  0.91  0.096
H  4.73  0.47  1.47  0.104
H  4.81  -0.60  -1.34  0.097
H  5.67  0.78  -0.66  0.116
H  3.94  1.64  -2.09  0.107
H  2.75  0.52  -1.47  0.104
H  3.13  3.21  -0.70  0.109
H  3.83  2.32  0.64  0.100
H  1.52  2.74  1.16  0.113
H  1.64  1.01  0.81  0.100
H  1.04  1.90  -1.68  0.107
H  0.31  3.21  -0.76  0.116
H  -0.65  1.00  0.62  0.095
H  -0.51  0.35  -1.03  0.125
H  -1.78  2.45  -1.81  0.133
H  -2.22  2.67  -0.11  0.132
H  -2.88  0.84  3.14  0.095
H  -2.48  0.07  1.73  0.078
H  -5.02  2.50  2.76  0.104
H  -3.61  -1.18  -0.07  0.109
H  -6.48  -0.81  -0.92  0.115
H  -6.14  -3.24  -1.92  0.063
H  -5.06  -3.47  -0.57  0.074
H  -6.76  -3.06  -0.26  0.070

=====

(5)
Computed, not measured: a single C5H7NO2 molecule at a distorted geometry, with ωB97M-V/def2-TZVPD.

Computed properties:
HOMO level = -9.27 eV
Relative energy (zero: lowest compared OMol25 entry of this formula, charge and spin) = 8.8509 eV
Net charge = 0
2S+1 = 1
SMILES = CC1=C(C)C1[N+](=O)[O-]
Maximum force = 11.226 eV Å⁻¹
Frontier orbital gap = 9.285 eV

Last column: Löwdin charge in e.
Atoms and positions in Å:
C  1.75  -1.81  0.13  -0.055
C  1.07  -0.68  -0.12  -0.119
C  1.00  0.71  -0.24  -0.132
C  1.34  2.09  0.13  -0.037
C  -0.22  0.00  -0.76  -0.111
N  -1.41  -0.07  0.05  -0.329
O  -2.52  -0.17  -0.53  0.048
O  -1.22  -0.08  1.32  0.040
H  1.51  -2.32  0.84  -0.012
H  2.80  -1.91  0.30  0.089
H  1.84  -2.47  -0.92  0.175
H  2.52  2.38  0.54  0.177
H  1.14  2.57  -0.87  0.102
H  0.64  2.69  0.42  -0.009
H  -0.27  -0.28  -1.89  0.173

=====

(6)
Computed, not measured: a molecular structure, C34H60BrF3IrN13O2 at a distorted geometry, with ωB97M-V/def2-TZVPD.

Computed properties:
HOMO level (alpha / beta) = -15.01 / -15.02 eV
Net charge = +3
2S+1 = 6
Maximum force = 1.135 eV Å⁻¹
Frontier orbital gap (alpha / beta) = 7.838 / 3.337 eV

Last column: Löwdin charge in e.
Atoms and positions in Å:
Ir  0.33  -0.67  -0.11  1.586
C  1.52  3.01  -0.25  -0.002
N  1.80  3.14  1.18  -0.119
C  2.45  4.40  1.56  0.006
C  1.35  2.24  2.06  -0.360
N  0.77  1.13  1.81  0.095
C  0.23  0.30  2.91  -0.182
C  1.07  -0.95  3.09  -0.140
N  1.16  -1.77  1.84  -0.222
C  0.36  -3.00  1.97  -0.177
C  -1.10  -2.70  2.15  -0.212
N  -1.63  -1.78  1.12  0.048
C  -2.95  -1.60  1.23  -0.401
N  -3.70  -1.00  0.29  -0.128
C  -5.00  -0.42  0.64  -0.026
C  -3.53  -1.23  -1.14  -0.033
N  -3.63  -2.04  2.34  -0.182
C  -3.40  -1.52  3.67  -0.044
C  -4.78  -2.93  2.19  -0.024
C  2.57  -2.10  1.54  -0.175
C  3.31  -0.89  1.06  -0.229
N  2.71  -0.42  -0.19  -0.008
C  3.51  0.29  -0.99  -0.412
N  4.61  0.99  -0.58  -0.122
C  5.85  1.00  -1.37  -0.009
C  4.74  1.60  0.73  -0.049
N  3.32  0.28  -2.32  -0.129
C  2.85  -0.92  -3.02  -0.031
C  3.49  1.46  -3.17  -0.021
N  1.52  2.68  3.45  -0.032
C  0.62  3.67  4.00  0.037
C  2.51  2.08  4.31  0.036
H  2.39  3.36  -0.80  0.099
H  0.66  3.62  -0.53  0.110
H  1.33  1.97  -0.50  0.042
H  3.31  4.57  0.91  0.104
H  2.83  4.38  2.58  0.093
H  1.77  5.25  1.45  0.114
H  -0.77  -0.01  2.62  0.063
H  0.14  0.83  3.86  0.115
H  0.64  -1.56  3.89  0.138
H  2.08  -0.68  3.40  0.110
H  0.70  -3.58  2.83  0.149
H  0.54  -3.61  1.08  0.090
H  -1.25  -2.30  3.15  0.081
H  -1.64  -3.65  2.13  0.145
H  -5.82  -1.13  0.50  0.098
H  -5.18  0.42  -0.03  0.094
H  -5.01  -0.07  1.66  0.099
H  -4.27  -1.96  -1.49  0.114
H  -2.54  -1.58  -1.36  0.049
H  -3.71  -0.30  -1.69  0.085
H  -2.62  -0.75  3.66  0.077
H  -3.12  -2.30  4.38  0.103
H  -4.31  -1.05  4.05  0.103
H  -4.82  -3.32  1.17  0.104
H  -5.73  -2.44  2.42  0.094
H  -4.67  -3.77  2.87  0.103
H  2.57  -2.87  0.77  0.088
H  3.06  -2.52  2.43  0.149
H  4.35  -1.17  0.91  0.143
H  3.29  -0.12  1.84  0.069
H  5.74  0.37  -2.25  0.098
H  6.66  0.60  -0.76  0.106
H  6.11  2.01  -1.67  0.103
H  3.77  1.84  1.14  0.054
H  5.30  2.54  0.61  0.106
H  5.30  0.98  1.43  0.102
H  2.93  -1.77  -2.34  0.068
H  3.49  -1.09  -3.89  0.113
H  1.84  -0.80  -3.38  0.034
H  3.78  2.32  -2.57  0.084
H  2.55  1.67  -3.68  0.100
H  4.26  1.29  -3.93  0.105
H  -0.02  4.07  3.23  0.122
H  1.20  4.47  4.47  0.134
H  0.02  3.20  4.79  0.136
H  3.21  1.49  3.72  0.106
H  2.02  1.46  5.06  0.136
H  3.05  2.87  4.83  0.137
N  1.70  -3.92  -0.89  -0.006
N  0.79  -2.85  -1.18  -0.106
H  2.55  -3.77  -1.41  0.087
H  1.30  -4.80  -1.18  0.106
H  -0.16  -3.19  -1.05  0.093
H  0.85  -2.58  -2.16  -0.012
Br  0.64  -3.49  -4.67  0.858
C  -1.17  -2.89  -4.80  -0.574
C  -2.03  -3.63  -5.58  -0.100
C  -3.35  -3.21  -5.72  -0.045
C  -3.78  -2.06  -5.07  -0.047
C  -2.91  -1.34  -4.28  -0.034
C  -1.58  -1.74  -4.13  -0.176
C  -0.65  -0.91  -3.30  -0.604
O  0.06  -0.06  -3.82  0.039
O  -0.73  -1.14  -2.01  -0.258
H  -1.68  -4.53  -6.08  0.112
H  -4.02  -3.77  -6.36  0.122
H  -4.81  -1.73  -5.18  0.118
H  -3.25  -0.44  -3.78  0.111
F  -3.51  4.99  -2.22  0.179
C  -3.86  4.23  -1.19  -0.597
F  -3.93  5.01  -0.10  0.164
F  -5.07  3.72  -1.41  0.178
C  -2.86  3.11  -0.96  -0.071
C  -2.88  2.43  0.25  0.031
C  -1.98  1.40  0.43  -0.129
N  -1.11  1.03  -0.52  -0.059
C  -1.10  1.69  -1.69  -0.106
C  -1.96  2.74  -1.94  0.057
H  -3.57  2.70  1.03  0.140
H  -1.96  0.84  1.35  0.084
H  -0.40  1.35  -2.44  0.098
H  -1.93  3.25  -2.90  0.144